{"formula": "CH3Br2O2P", "method": "ωB97M-V with the def2-TZVPD basis set", "elements": ["C", "O", "O", "P", "Br", "Br", "H", "H", "H"], "positions_angstrom": [[-0.120, -0.058, 0.237], [-4.042, 0.014, 1.951], [-0.709, -0.429, 1.411], [-3.124, -0.001, 0.839], [-3.424, -1.691, -0.530], [-3.096, 1.847, -0.328], [0.963, -0.221, 0.326], [-0.248, 1.015, 0.000], [-0.459, -0.656, -0.628]], "forces_ev_per_a": [[0.4, 0.3, -0.9], [-0.3, 0.1, 0.7], [-3.7, 0.6, -0.3], [2.9, -0.8, 0.0], [0.3, 0.5, 0.2], [0.2, -0.4, 0.1], [0.0, -0.1, 0.1], [0.1, -0.2, 0.0], [0.1, 0.1, 0.1]], "energy_ha": -5679.72236, "spin_multiplicity": 1, "e_above_lowest_ev": 2.8043}